C24H78N14O16 | ωB97M-V with the def2-TZVPD basis set

Summary:
Molar mass ... 819.0 g mol⁻¹
Energy relative to the best compared isomer or geometry (same formula, charge and spin) ... 0.00 kcal/mol
Kohn-Sham gap ... 7.39 eV
HOMO energy ... -8.0 eV
Multiplicity ... 1

Geometry as XYZ:
```
132
Properties=species:S:1:pos:R:3:lowdin_charge:R:1
C -4.5294 1.2925 -0.4395 -0.60
O -3.3740 1.1011 -0.0612 -0.01
N -5.0530 0.7024 -1.5642 0.18
N -5.3624 2.2060 0.1030 0.21
H -5.9943 0.8245 -1.8815 0.10
H -4.4978 -0.0397 -1.9565 0.07
H -6.2344 2.4685 -0.3148 0.11
H -5.1629 2.6505 0.9890 0.08
C -3.4540 -3.2586 2.8788 -0.69
O -3.4638 -3.8034 3.9775 0.00
N -4.5361 -2.6518 2.3088 0.16
N -2.3415 -3.2543 2.0840 0.16
H -5.3950 -2.6301 2.8262 0.10
H -4.5642 -2.4589 1.3242 0.09
H -1.4989 -3.5979 2.5077 0.10
H -2.3234 -2.5015 1.4086 0.05
C 0.7488 0.5305 -0.1633 -0.62
O 1.3925 1.4869 -0.6227 -0.02
N 0.8535 -0.7343 -0.6251 0.20
N -0.1939 0.7740 0.7829 0.20
H 1.4705 -0.8777 -1.4129 0.06
H 0.2482 -1.4411 -0.2587 0.06
H -0.3283 1.6908 1.1665 0.09
H -0.8579 0.0487 0.9837 0.07
C -1.5629 -0.2466 4.3315 -0.62
O -1.7728 0.9702 4.4082 -0.02
N -2.4105 -1.1778 4.8473 0.19
N -0.4988 -0.7467 3.6389 0.18
H -3.2406 -0.7970 5.2580 0.12
H -2.0677 -2.1204 4.8758 0.09
H -0.4258 -1.7476 3.6991 0.09
H 0.2171 -0.2394 3.1537 0.09
C -4.3002 3.6979 2.9639 -0.68
O -4.7832 4.5179 2.1929 0.01
N -3.0737 3.1287 2.7549 0.16
N -4.9388 3.1017 4.0161 0.15
H -2.7205 2.3327 3.2604 0.05
H -2.4059 3.5030 2.0945 0.06
H -4.3674 2.5520 4.6321 0.09
H -5.8838 3.2927 4.2881 0.10
C 1.5538 3.2930 -3.5905 -0.67
O 1.5549 4.0090 -4.5820 0.01
N 2.0885 2.0348 -3.5266 0.15
N 1.0229 3.6683 -2.3877 0.16
H 2.0373 1.4897 -2.6812 0.04
H 2.5863 1.6430 -4.3020 0.10
H 0.5362 4.5304 -2.2474 0.11
H 0.9745 2.8961 -1.7323 0.04
C -3.7093 -3.7935 -2.4208 -0.02
C -3.2931 -2.9957 -3.6600 -0.49
C -4.4872 -2.1592 -4.1347 -0.15
C -4.1245 -1.1689 -5.2209 -0.18
C -3.0946 -0.1805 -4.7018 -0.12
C -1.8240 -0.8611 -4.1355 -0.47
N -2.1811 -2.0652 -3.3089 -0.10
O -1.0632 -2.8087 -2.8916 -0.03
C -0.9364 -1.1982 -5.3369 -0.03
C -1.1660 0.1605 -3.2190 -0.02
C -2.9487 -3.9675 -4.8000 -0.03
H -3.2373 -4.7786 -2.4366 0.08
H -4.7777 -4.0176 -2.4754 0.09
H -3.5002 -3.3688 -1.4401 0.07
H -5.2303 -2.8358 -4.5656 0.12
H -4.9813 -1.7171 -3.2627 0.11
H -5.0045 -0.6917 -5.6590 0.12
H -3.7672 -1.7536 -6.0750 0.11
H -3.5752 0.4557 -3.9596 0.10
H -2.8327 0.4053 -5.5836 0.13
H 0.0314 -1.6498 -5.0891 0.08
H -1.3631 -1.8925 -6.0653 0.07
H -0.6883 -0.3433 -5.9690 0.10
H -1.7707 0.3201 -2.3238 0.07
H -0.1842 -0.1880 -2.8998 0.06
H -1.0337 1.1540 -3.6494 0.10
H -2.5227 -3.4296 -5.6474 0.06
H -3.8255 -4.4646 -5.2149 0.10
H -2.2094 -4.7271 -4.5400 0.08
H -0.5547 -3.0781 -3.6745 0.10
C 7.7482 1.0843 2.2301 -0.04
C 6.3707 0.6995 2.7674 -0.51
C 5.3210 1.7140 2.2351 -0.13
C 3.8767 1.2903 2.3997 -0.17
C 3.7281 -0.0378 1.6487 -0.15
C 4.6263 -1.1102 2.2396 -0.52
N 6.0129 -0.6340 2.2612 -0.09
O 6.9204 -1.6331 2.7279 -0.02
C 4.1190 -1.5767 3.6114 -0.02
C 4.5517 -2.3095 1.2761 -0.04
C 6.4640 0.8303 4.3040 -0.03
H 8.0149 2.0748 2.6048 0.09
H 7.6961 1.3308 1.1608 0.08
H 8.4935 0.3019 2.3354 0.08
H 5.5119 2.6969 2.6675 0.13
H 5.5319 1.7436 1.1618 0.12
H 3.2159 2.0214 1.9311 0.10
H 3.6070 1.1990 3.4548 0.10
H 3.8267 0.0840 0.5685 0.12
H 2.6618 -0.2713 1.7783 0.10
H 4.0129 -0.7393 4.2955 0.06
H 3.1587 -2.0857 3.4787 0.08
H 4.7713 -2.3535 4.0112 0.08
H 5.0926 -3.1938 1.6230 0.08
H 3.5116 -2.6208 1.1720 0.08
H 5.0202 -1.9843 0.3441 0.09
H 7.2705 0.1822 4.6386 0.08
H 5.4849 0.7268 4.7793 0.06
H 6.6453 1.8740 4.5762 0.08
H 7.1191 -2.0620 1.8890 0.10
O -0.1177 3.3317 3.6148 -0.05
H -0.3556 2.4003 3.7326 0.01
H -0.1510 3.6958 4.5049 0.07
O 2.9328 4.2535 0.4327 -0.07
H 2.2696 4.6394 1.0238 0.00
H 2.4120 3.7277 -0.1842 -0.01
O 2.6940 -1.4665 -2.7373 -0.05
H 3.2212 -1.7276 -3.5002 0.06
H 2.4291 -2.2972 -2.3258 0.05
O 0.2317 4.8610 1.3770 -0.08
H -0.3848 4.3238 0.8628 -0.01
H 0.4160 4.3337 2.1803 0.00
O 0.0024 -3.7612 0.0554 -0.05
H -0.7506 -3.1683 -0.0546 -0.02
H 0.4312 -3.7684 -0.8050 0.03
O -2.0320 -1.4608 -0.3174 -0.09
H -2.3769 -0.5489 -0.3345 0.01
H -1.9503 -1.7088 -1.2596 0.02
O -1.9212 3.3496 0.2299 -0.08
H -2.3274 2.4617 0.2556 0.00
H -2.2459 3.7473 -0.5839 0.07
O 4.8213 1.1707 -2.4527 -0.05
H 4.5152 0.4015 -2.9392 0.00
H 4.0391 1.4945 -1.9928 0.01
```